A | Here is one molecule with the formula C17H19N3O2S from the Open Molecules 2025 dataset. Energies are from wB97M-V/def2-TZVPD.

Properties
Orbital gap (eV): 8.7
Structure (SMILES): Cc1ccccc1NC(=S)N1CCN(C(=O)c2ccco2)CC1
Highest occupied orbital energy (eV): -7.977
Total charge: 0
LUMO (hartree): 0.02821

The geometry in XYZ format:
```
42
Properties=species:S:1:pos:R:3:mulliken_charge:R:1
C -1.98782 -2.67173 -0.48534 -1.325
C -2.92007 -1.54113 -0.18214 1.122
C -4.24384 -1.55259 -0.59395 -0.795
C -5.08539 -0.48274 -0.33921 -0.583
C -4.60891 0.62520 0.34009 -0.772
C -3.29554 0.65828 0.76914 -0.009
C -2.45146 -0.41636 0.50832 -0.237
N -1.12735 -0.42103 0.97029 0.128
C -0.24261 0.59277 1.10720 -0.058
S 0.97830 0.39549 2.21814 -0.312
N -0.37141 1.72646 0.36025 0.060
C 0.69948 2.69710 0.45789 -1.255
C 1.92499 2.18012 -0.33880 -0.664
N 1.45237 1.26648 -1.35933 0.097
C 1.51706 -0.09797 -1.23463 0.863
O 0.67938 -0.82569 -1.74264 -0.677
C 2.69282 -0.64805 -0.54075 0.005
C 3.99559 -0.22601 -0.42456 -0.406
C 4.67431 -1.24131 0.27910 -0.468
C 3.74054 -2.20189 0.53668 -0.568
O 2.55480 -1.85900 0.03563 -0.271
C 0.25198 1.77032 -1.99860 -1.048
C -0.91658 1.69435 -0.98749 -0.283
H -2.46043 -3.38918 -1.15049 0.400
H -1.08025 -2.29593 -0.95910 0.177
H -1.69944 -3.19338 0.42864 0.334
H -4.61840 -2.41189 -1.13112 0.362
H -6.11178 -0.51410 -0.67203 0.389
H -5.26095 1.46064 0.54568 0.401
H -2.91395 1.50967 1.31266 0.504
H -0.81357 -1.28219 1.39938 0.323
H 0.32610 3.63970 0.05252 0.382
H 0.96448 2.83458 1.50622 0.564
H 2.59898 1.65333 0.33371 0.404
H 2.45694 3.01181 -0.81014 0.350
H 4.41703 0.67800 -0.81471 0.580
H 5.70805 -1.25292 0.55677 0.462
H 3.80410 -3.13701 1.05745 0.487
H 0.03375 1.15185 -2.86902 0.425
H 0.44695 2.79536 -2.31899 0.341
H -1.60346 2.53669 -1.11655 0.528
H -1.46214 0.76774 -1.14486 0.043
```

B | Here is one molecule with the formula C17H19N3O2S from the Open Molecules 2025 dataset. Energies are from wB97M-V/def2-TZVPD.

Properties
Orbital gap (eV): 8.6
Structure (SMILES): CSc1nc(-c2ccccc2)nc(N2CCOCC2)c1C(C)=O
Highest occupied orbital energy (eV): -8.562
Total charge: 0
LUMO (hartree): 0.00282

The geometry in XYZ format:
```
42
Properties=species:S:1:pos:R:3:mulliken_charge:R:1
C -0.88056 -4.38026 1.91643 -0.668
S -2.18793 -3.14094 2.22196 -0.085
C -1.19525 -1.68864 1.78700 0.490
N -0.95422 -0.76061 2.72661 -0.497
C -0.04444 0.19862 2.45356 0.152
C 0.54407 0.95313 3.66288 0.290
C 1.47343 1.97374 3.53108 -0.260
C 1.85768 2.66229 4.67120 -0.555
C 1.18497 2.35155 5.89956 -0.451
C 0.39189 1.22866 6.04876 -0.512
C 0.02067 0.54096 4.94261 -0.446
N 0.23948 0.59998 1.26564 -0.585
C 0.01487 -0.29342 0.31555 -0.533
N 0.36068 0.11386 -0.93187 0.752
C 1.81014 -0.11537 -1.27211 -0.726
C 1.84966 -0.10149 -2.88719 -0.557
O 1.18811 0.93110 -3.57367 -0.379
C -0.04027 1.43562 -3.04966 -0.415
C -0.39884 1.23927 -1.57819 -0.505
C -0.63123 -1.53751 0.56528 0.394
C -0.89889 -2.38139 -0.60899 0.405
C -2.36614 -2.75021 -1.22413 -1.382
O 0.11658 -2.86430 -1.03922 -0.496
H -1.07975 -4.75273 0.91676 0.168
H -1.00927 -5.12471 2.71399 0.391
H 0.14749 -3.96265 2.02600 0.265
H 1.78638 2.21303 2.53779 0.505
H 2.63413 3.45223 4.68170 0.349
H 1.34135 2.90650 6.79801 0.382
H -0.24797 0.95584 6.87778 0.331
H -0.73785 -0.20017 5.01314 0.423
H 2.45559 0.63634 -0.81905 0.357
H 2.01352 -1.02307 -0.84025 0.468
H 2.88435 -0.00881 -3.14520 0.385
H 1.65193 -1.12171 -3.28423 0.271
H -0.92336 1.15422 -3.68015 0.295
H 0.02195 2.54458 -3.08417 0.243
H -1.51312 1.10407 -1.54071 0.234
H -0.11995 2.15227 -1.02726 0.367
H -3.12443 -2.33884 -0.66123 0.401
H -2.34021 -2.43041 -2.30890 0.350
H -2.47497 -3.77549 -1.04119 0.383
```

List of relative energies, unit kJ/mol: A 0.0; B 329.2